Computed, not measured: 2 unconnected molecules or ions with the total composition C53H53N4O, with wB97M-V/def2-TZVPD.

relative energy (zero: lowest compared OMol25 entry of this formula, charge and spin)	0.2465	eV
orbital gap	4.54	eV
LUMO energy	-4.2282	eV
highest occupied orbital energy	-8.8	eV
DFT total energy	-63821.969	eV

Geometry as ORCA input:
```
! RIJCOSX wB97M-V def2-TZVPD def2/J DEFGRID3
* xyz 1 1
C 4.77 0.20 5.97
C 3.59 0.66 5.16
C 3.47 2.00 4.78
C 2.36 2.46 4.07
C 2.20 3.94 3.85
C 1.41 1.53 3.65
N 0.33 1.96 2.81
C 0.39 2.51 1.54
C 1.59 2.84 0.74
C 2.52 1.83 0.17
C 3.81 2.41 -0.29
C 2.49 0.49 0.68
C 1.27 -0.23 0.69
C 1.28 -1.61 0.88
C 2.46 -2.26 1.23
C 3.64 -1.53 1.38
C 3.67 -0.18 1.11
O 1.82 4.06 0.52
N -0.79 3.11 1.33
C -1.14 4.16 0.43
C -0.94 3.99 -0.95
C -0.63 2.64 -1.51
C -1.02 5.12 -1.77
C -1.38 6.36 -1.25
C -1.40 7.58 -2.12
C -1.70 6.46 0.11
C -1.60 5.37 0.97
C -1.90 5.55 2.43
N -1.70 2.76 2.32
C -1.01 2.09 3.21
C -1.59 1.59 4.45
C -2.89 1.05 4.35
C -3.46 0.41 5.44
C -2.78 0.36 6.67
C -1.54 1.00 6.80
C -0.95 1.64 5.71
C 1.46 0.20 4.07
C 0.37 -0.78 3.78
C 2.57 -0.23 4.81
H 4.76 -0.89 6.08
H 5.71 0.49 5.48
H 4.78 0.65 6.97
H 4.25 2.71 5.06
H 1.20 4.30 4.13
H 2.92 4.46 4.48
H 2.39 4.23 2.81
H 4.39 1.69 -0.89
H 3.66 3.33 -0.87
H 4.42 2.69 0.60
H 0.35 0.31 0.44
H 0.35 -2.17 0.74
H 2.46 -3.34 1.39
H 4.56 -2.03 1.70
H 4.59 0.41 1.23
H -0.69 2.67 -2.61
H 0.39 2.33 -1.26
H -1.31 1.86 -1.14
H -0.79 5.02 -2.83
H -2.09 8.33 -1.72
H -0.41 8.05 -2.18
H -1.71 7.32 -3.14
H -2.00 7.43 0.52
H -2.39 6.51 2.56
H -2.55 4.76 2.81
H -0.98 5.57 3.04
H -3.40 1.11 3.39
H -4.44 -0.06 5.34
H -3.21 -0.16 7.52
H -1.02 1.00 7.76
H 0.00 2.17 5.81
H 0.80 -1.78 3.63
H -0.35 -0.84 4.61
H -0.18 -0.52 2.87
H 2.63 -1.28 5.10
C 0.44 -2.98 -2.21
C 1.82 -2.48 -2.19
N 2.88 -3.31 -2.04
C 2.81 -4.75 -1.82
C 4.08 -2.59 -2.08
C 3.76 -1.24 -2.33
C 4.75 -0.27 -2.31
C 6.02 -0.64 -1.83
C 6.30 -1.97 -1.49
C 5.34 -2.98 -1.65
C 2.30 -1.13 -2.32
C 1.62 0.09 -2.29
C 1.63 1.00 -3.43
C 2.15 2.30 -3.32
C 2.14 3.18 -4.40
C 1.52 2.81 -5.60
C 1.46 3.78 -6.74
C 0.96 1.53 -5.71
C 1.03 0.63 -4.66
H -0.22 -2.13 -2.44
H 0.31 -3.75 -2.98
H 0.14 -3.41 -1.24
H 3.70 -5.07 -1.28
H 1.92 -4.99 -1.22
H 2.75 -5.30 -2.77
H 4.51 0.73 -2.66
H 6.79 0.12 -1.72
H 7.29 -2.22 -1.09
H 5.53 -4.03 -1.41
H 0.77 0.18 -1.61
H 2.56 2.61 -2.36
H 2.60 4.16 -4.30
H 1.45 3.25 -7.69
H 0.56 4.40 -6.69
H 2.32 4.45 -6.71
H 0.47 1.25 -6.65
H 0.61 -0.38 -4.74
*
```


Computed, not measured: a molecular structure, C53H54CdGeN6O2Sb2, with wB97M-V/def2-TZVPD.

relative energy (zero: lowest compared OMol25 entry of this formula, charge and spin)	2.8887	eV
orbital gap (spin up / spin down)	5.26 / 2.83	eV
LUMO energy (spin up / spin down)	-11.0662 / -13.5195	eV
highest occupied orbital energy (spin up / spin down)	-16.3 / -16.4	eV
DFT total energy	-142984.386	eV

Geometry as ORCA input:
```
! RIJCOSX wB97M-V def2-TZVPD def2/J DEFGRID3
* xyz 4 1
Cd -1.70 -0.36 -0.61
N -2.04 -2.30 0.78
C -3.45 -2.51 1.14
C -4.08 -1.17 1.53
N -3.99 -0.23 0.39
H -1.65 -3.15 0.38
H -1.51 -2.13 1.64
H -3.58 -3.22 1.95
H -3.97 -2.89 0.26
H -3.54 -0.74 2.38
H -5.11 -1.35 1.83
H -4.31 0.68 0.70
H -4.65 -0.54 -0.32
C -1.02 1.71 3.24
C -0.57 0.72 4.32
C 0.51 -0.21 3.82
Sb 1.93 0.60 2.32
C 3.68 -0.08 3.47
C 4.65 -0.91 2.94
C 5.77 -1.17 3.73
C 5.91 -0.57 4.97
C 4.93 0.27 5.46
C 3.80 0.54 4.70
C 3.45 1.85 1.26
C 3.97 1.27 0.12
C 5.11 1.85 -0.45
C 5.67 2.97 0.14
C 5.11 3.53 1.27
C 3.98 2.96 1.86
Sb 0.58 3.19 3.22
C 0.29 4.21 1.36
C 0.00 5.57 1.35
C 0.00 6.27 0.15
C 0.32 5.61 -1.03
C 0.64 4.26 -1.02
C 0.61 3.56 0.17
C -0.41 4.41 4.71
C 0.19 4.65 5.93
C -0.51 5.36 6.89
C -1.80 5.80 6.62
C -2.39 5.55 5.39
C -1.69 4.85 4.42
H -1.95 2.20 3.51
H -1.13 1.22 2.27
H -1.41 0.11 4.65
H -0.24 1.27 5.21
H 0.10 -1.01 3.20
H 1.12 -0.63 4.62
H 4.55 -1.37 1.97
H 6.54 -1.83 3.35
H 6.80 -0.75 5.56
H 5.03 0.73 6.44
H 3.03 1.20 5.09
H 3.53 0.39 -0.34
H 5.55 1.40 -1.33
H 6.56 3.41 -0.29
H 5.55 4.41 1.72
H 3.57 3.39 2.76
H -0.20 6.09 2.28
H -0.22 7.33 0.14
H 0.34 6.17 -1.96
H 0.95 3.77 -1.93
H 0.86 2.50 0.17
H 1.20 4.30 6.14
H -0.05 5.56 7.85
H -2.35 6.35 7.38
H -3.39 5.89 5.19
H -2.14 4.65 3.45
O 1.32 -0.53 -0.31
N 0.76 -0.24 0.93
O 0.87 -1.28 -2.28
C 0.39 -0.81 -1.23
Ge 0.02 -2.88 -3.26
C -1.84 -2.21 -3.29
C -2.22 -1.08 -4.02
C -3.54 -0.66 -4.02
C -4.50 -1.38 -3.34
C -4.14 -2.53 -2.65
C -2.81 -2.93 -2.59
C 1.32 -3.29 -4.65
C 2.20 -4.34 -4.35
C 3.13 -4.74 -5.29
C 3.18 -4.11 -6.53
C 2.29 -3.09 -6.83
C 1.35 -2.68 -5.90
H 0.15 -3.85 -2.06
H -1.48 -0.57 -4.63
H -3.82 0.22 -4.59
H -5.54 -1.09 -3.40
H -4.91 -3.15 -2.20
H -2.54 -3.85 -2.10
H 2.13 -4.85 -3.39
H 3.81 -5.54 -5.06
H 3.91 -4.43 -7.26
H 2.32 -2.62 -7.81
H 0.64 -1.91 -6.15
C -3.62 3.51 -2.51
C -3.22 2.54 -1.60
N -2.20 1.71 -1.82
C -1.53 1.85 -2.97
C -1.87 2.76 -3.97
C -2.94 3.62 -3.71
C -1.03 2.80 -5.18
C -1.35 3.04 -6.46
C -2.67 3.23 -7.08
C -2.74 3.72 -8.40
C -4.01 3.84 -8.93
N -5.06 3.47 -8.23
C -4.97 3.00 -7.01
N -3.79 2.89 -6.43
H -4.44 4.17 -2.28
H -3.72 2.45 -0.65
H -0.68 1.19 -3.10
H -3.23 4.37 -4.43
H 0.02 2.60 -4.98
H -0.54 3.06 -7.18
H -1.86 3.99 -8.96
H -4.19 4.22 -9.94
H -5.86 2.69 -6.47
*
```


Computed, not measured: a molecular structure, C53H54N3P2Ti, with wB97M-V/def2-TZVPD.

relative energy (zero: lowest compared OMol25 entry of this formula, charge and spin)	3.2984	eV
orbital gap (spin up / spin down)	5.34 / 5.34	eV
LUMO energy (spin up / spin down)	-3.3930 / -3.3926	eV
highest occupied orbital energy (spin up / spin down)	-8.7 / -8.7	eV
DFT total energy	-101994.720	eV

Geometry as ORCA input:
```
! RIJCOSX wB97M-V def2-TZVPD def2/J DEFGRID3
* xyz 1 1
Ti -1.00 1.22 -0.42
C -4.07 0.26 -1.74
C -3.67 -0.46 -0.50
C -4.50 -1.46 -0.02
C -4.15 -2.16 1.12
C -2.98 -1.83 1.77
C -2.18 -0.82 1.27
N -2.51 -0.14 0.13
C -0.92 -0.42 1.94
C -0.44 -0.91 3.09
C 0.82 -0.44 3.77
C 1.41 1.42 2.84
C 0.32 1.66 1.84
N -0.25 0.57 1.20
C -0.55 2.77 1.89
C -0.41 3.88 2.74
C -1.50 4.70 2.94
C -2.71 4.43 2.30
C -2.77 3.37 1.40
C -4.08 3.03 0.73
N -1.71 2.60 1.15
H -4.89 0.96 -1.53
H -4.43 -0.44 -2.49
H -3.24 0.82 -2.16
H -5.41 -1.69 -0.56
H -4.78 -2.96 1.49
H -2.68 -2.36 2.66
H -1.03 -1.64 3.63
H 1.11 -1.12 4.58
H 2.14 2.23 2.89
H 0.52 4.04 3.27
H -1.43 5.54 3.62
H -3.60 5.02 2.48
H -4.79 2.70 1.49
H -3.94 2.24 0.01
H -4.51 3.90 0.24
C -0.56 3.33 -1.27
C -1.67 2.90 -2.05
C -1.19 1.93 -2.96
C 0.22 1.81 -2.78
C 0.59 2.61 -1.69
C 1.98 3.07 -1.36
C 1.12 1.44 -3.92
C -1.91 1.45 -4.19
C -2.93 3.69 -2.25
C -0.46 4.65 -0.56
H 2.16 4.04 -1.84
H 2.74 2.38 -1.72
H 2.12 3.20 -0.29
H 0.83 0.53 -4.42
H 2.17 1.37 -3.64
H 1.04 2.25 -4.65
H -1.50 1.97 -5.06
H -2.98 1.68 -4.15
H -1.79 0.39 -4.36
H -2.82 4.27 -3.17
H -3.09 4.39 -1.44
H -3.82 3.07 -2.36
H 0.26 4.62 0.25
H -1.41 4.99 -0.16
H -0.11 5.39 -1.29
C 2.22 -0.68 -1.45
C 2.70 -0.05 -0.11
P 1.97 -1.05 1.25
C 3.17 -2.39 1.54
C 4.33 -2.61 0.80
C 5.13 -3.72 1.04
C 4.78 -4.63 2.02
C 3.62 -4.44 2.76
C 2.82 -3.33 2.51
C 2.02 -0.03 2.81
C 0.72 1.07 4.21
C 1.51 1.42 5.43
C 2.80 1.16 5.62
C 3.69 0.48 4.67
C 3.38 -0.04 3.48
P 0.42 -1.14 -1.35
C 0.49 -2.94 -0.83
C -0.32 -3.45 0.18
C -0.25 -4.78 0.56
C 0.66 -5.63 -0.05
C 1.48 -5.14 -1.06
C 1.38 -3.81 -1.45
C -0.09 -1.62 -3.07
C 0.76 -1.89 -4.13
C 0.27 -2.41 -5.32
C -1.08 -2.69 -5.46
C -1.94 -2.45 -4.40
C -1.45 -1.93 -3.21
H 2.80 -1.58 -1.67
H 2.35 0.01 -2.27
H 2.26 0.94 -0.01
H 3.78 0.05 -0.05
H 4.64 -1.90 0.03
H 6.03 -3.87 0.45
H 5.40 -5.50 2.20
H 3.34 -5.15 3.53
H 1.90 -3.20 3.07
H -0.30 1.44 4.30
H 0.97 1.94 6.22
H 3.26 1.47 6.55
H 4.73 0.40 4.98
H 4.19 -0.50 2.92
H -1.01 -2.80 0.69
H -0.89 -5.16 1.35
H 0.74 -6.67 0.26
H 2.19 -5.80 -1.56
H 2.01 -3.47 -2.27
H 1.83 -1.70 -4.04
H 0.96 -2.60 -6.14
H -1.46 -3.10 -6.39
H -2.99 -2.69 -4.49
H -2.12 -1.77 -2.38
*
```


Computed, not measured: a molecular structure, C53H54N3P2Ti, with wB97M-V/def2-TZVPD.

relative energy (zero: lowest compared OMol25 entry of this formula, charge and spin)	0.0000	eV
orbital gap (spin up / spin down)	5.73 / 5.82	eV
LUMO energy (spin up / spin down)	-2.7414 / -2.7076	eV
highest occupied orbital energy (spin up / spin down)	-8.5 / -8.5	eV
DFT total energy	-101998.018	eV

Geometry as ORCA input:
```
! RIJCOSX wB97M-V def2-TZVPD def2/J DEFGRID3
* xyz 1 1
Ti 0.61 1.25 0.68
C -1.11 1.71 3.93
C -0.87 2.91 3.11
C -1.09 4.17 3.63
C -0.85 5.30 2.84
C -0.43 5.13 1.54
C -0.26 3.82 1.06
N -0.44 2.74 1.84
C 0.09 3.55 -0.33
C 0.69 4.56 -1.12
C 0.93 4.31 -2.44
C 0.35 3.16 -3.00
C -0.35 2.27 -2.23
N -0.23 2.31 -0.85
C -1.37 1.40 -2.90
C -1.75 1.74 -4.19
C -2.70 0.99 -4.85
C -3.29 -0.05 -4.18
C -2.93 -0.30 -2.86
C -3.66 -1.38 -2.13
N -1.97 0.40 -2.23
H -1.11 1.94 5.00
H -0.37 0.95 3.73
H -2.09 1.30 3.68
H -1.42 4.27 4.65
H -1.02 6.29 3.23
H -0.27 5.97 0.89
H 1.00 5.49 -0.67
H 1.46 5.02 -3.06
H 0.38 3.04 -4.07
H -1.35 2.61 -4.68
H -2.99 1.23 -5.87
H -4.06 -0.66 -4.64
H -4.72 -1.34 -2.36
H -3.54 -1.28 -1.05
H -3.30 -2.36 -2.44
C 2.35 0.89 2.25
C 2.48 2.19 1.73
C 2.82 2.08 0.35
C 2.89 0.72 0.02
C 2.60 -0.03 1.19
C 2.92 -1.48 1.38
C 3.45 0.23 -1.29
C 3.36 3.17 -0.51
C 2.53 3.46 2.53
C 2.30 0.54 3.71
H 3.14 -1.97 0.43
H 2.12 -2.05 1.85
H 3.80 -1.58 2.02
H 4.40 0.73 -1.49
H 2.78 0.45 -2.13
H 3.62 -0.84 -1.27
H 4.45 3.13 -0.49
H 3.07 4.16 -0.16
H 3.04 3.08 -1.55
H 3.55 3.65 2.86
H 1.90 3.41 3.42
H 2.21 4.32 1.95
H 3.32 0.40 4.08
H 1.75 -0.37 3.91
H 1.85 1.34 4.31
C -0.71 -2.51 -0.71
C -0.60 -2.48 0.80
P -0.86 -0.86 1.64
C -0.87 -1.54 3.37
C 0.16 -2.37 3.81
C 0.17 -2.90 5.09
C -0.87 -2.62 5.96
C -1.91 -1.81 5.54
C -1.91 -1.28 4.26
C -2.64 -0.54 1.39
C -3.60 -1.52 1.68
C -4.94 -1.26 1.52
C -5.36 -0.02 1.06
C -4.42 0.96 0.76
C -3.07 0.69 0.92
P 0.72 -1.71 -1.54
C 1.90 -3.12 -1.67
C 1.80 -4.29 -0.93
C 2.75 -5.30 -1.06
C 3.80 -5.16 -1.94
C 3.90 -4.00 -2.71
C 2.96 -3.00 -2.57
C 0.22 -1.69 -3.30
C 0.77 -0.72 -4.13
C 0.52 -0.74 -5.50
C -0.29 -1.73 -6.04
C -0.85 -2.70 -5.22
C -0.58 -2.69 -3.86
H -1.60 -1.97 -1.04
H -0.82 -3.55 -1.04
H 0.38 -2.83 1.12
H -1.32 -3.17 1.25
H 0.98 -2.62 3.15
H 0.98 -3.55 5.39
H -0.87 -3.04 6.96
H -2.73 -1.59 6.21
H -2.75 -0.66 3.96
H -3.29 -2.49 2.05
H -5.67 -2.03 1.75
H -6.42 0.19 0.94
H -4.74 1.93 0.40
H -2.35 1.46 0.66
H 0.99 -4.45 -0.23
H 2.65 -6.21 -0.47
H 4.54 -5.95 -2.05
H 4.71 -3.89 -3.41
H 3.05 -2.11 -3.18
H 1.39 0.05 -3.71
H 0.96 0.01 -6.14
H -0.49 -1.75 -7.10
H -1.47 -3.47 -5.64
H -0.99 -3.47 -3.23
*
```